A 2-piece molecular cluster, C22H26Br2O7P overall in a non-equilibrium geometry, computed with ωB97M-V/def2-TZVPD.

Geometry as XYZ:
```
58
Properties=species:S:1:pos:R:3:nbo_charge:R:1
C -3.29 -1.23 3.49 -0.62
C -2.77 -0.07 2.67 -0.06
O -3.89 0.64 2.11 -0.83
P -3.83 1.25 0.63 2.38
C -3.57 2.96 0.86 -1.08
C -2.55 3.68 0.19 0.73
O -2.58 4.83 -0.25 -0.73
O -1.43 2.86 0.06 -0.56
C -0.71 3.02 -1.17 -0.06
C -1.41 2.43 -2.38 -0.65
O -2.96 0.53 -0.33 -1.15
O -5.41 1.13 0.32 -0.83
C -5.89 1.12 -1.04 -0.06
C -7.37 0.78 -1.02 -0.62
H -2.47 -1.89 3.78 0.20
H -3.78 -0.87 4.40 0.20
H -4.01 -1.82 2.91 0.22
H -2.19 0.63 3.28 0.17
H -2.13 -0.43 1.85 0.19
H -4.36 3.55 1.29 0.22
H -0.54 4.09 -1.34 0.18
H 0.25 2.52 -0.99 0.14
H -0.72 2.44 -3.22 0.18
H -1.74 1.40 -2.18 0.25
H -2.28 3.05 -2.65 0.21
H -5.74 2.12 -1.49 0.18
H -5.32 0.39 -1.63 0.19
H -7.77 0.88 -2.02 0.20
H -7.52 -0.24 -0.67 0.20
H -7.91 1.46 -0.35 0.21
C 7.67 1.32 -1.57 -0.26
O 6.29 1.74 -1.67 -0.49
C 5.35 1.02 -1.01 0.35
C 5.63 -0.15 -0.26 -0.35
C 4.58 -0.90 0.25 -0.09
C 3.22 -0.49 0.07 -0.17
C 2.12 -1.28 0.51 -0.02
C 2.10 -2.68 0.56 -0.13
C 1.05 -3.37 1.27 -0.16
C 0.92 -4.73 1.26 -0.18
Br -0.48 -5.61 2.18 0.09
C 1.87 -5.60 0.50 0.42
O 1.74 -6.83 0.44 -0.55
C 2.96 -4.87 -0.19 -0.18
Br 4.21 -5.91 -1.15 0.08
C 3.04 -3.50 -0.16 -0.17
C 2.98 0.76 -0.56 -0.13
C 4.01 1.48 -1.13 -0.26
H 8.19 2.06 -2.18 0.20
H 8.03 1.36 -0.53 0.18
H 7.82 0.32 -1.99 0.18
H 6.66 -0.47 -0.12 0.22
H 4.81 -1.80 0.81 0.21
H 1.20 -0.75 0.78 0.23
H 0.33 -2.79 1.83 0.23
H 3.84 -3.03 -0.72 0.23
H 1.95 1.12 -0.64 0.24
H 3.83 2.39 -1.69 0.23
```

## Properties
- Kohn-Sham gap: 3.77 eV
- Charge: -1
- Relative energy (zero: lowest compared OMol25 entry of this formula, charge and spin): 0.0 kcal/mol
- Molar mass: 593.22 g mol⁻¹
- HOMO: -3.47 eV